149
Properties=species:S:1:pos:R:3:forces:R:3:lowdin_charge:R:1 method="wB97M-V/def2-TZVPD" gap_ev=10.21 fmax_ev_per_a=5.8 lumo_ev=-0.15 smiles="CCOC(=O)C(F)(F)F.CCOC(=O)C(F)(F)F.CCOC(=O)C(F)(F)F.CCOC(=O)C(F)(F)F.CCOC(=O)C(F)(F)F.CCOC(=O)C(F)(F)F.CCOC(=O)C(F)(F)F.COP(=O)(OC)OC.COP(=O)(OC)OC.COP(=O)(OC)OC" homo_energy_ev=-10.36 de_lowest_kcal_mol=0.0
C 5.805615 2.922110 -3.759808 0.99 -0.25 1.17 -0.065
C 4.992895 3.105650 -4.993888 0.10 -2.28 -0.89 -0.254
O 4.019295 4.079940 -4.852618 -4.43 2.38 1.91 -0.007
C 2.787855 3.822360 -4.182578 1.71 -5.55 0.03 -0.204
O 2.435535 2.656630 -3.806378 1.47 5.29 -1.51 0.089
C 1.830465 5.028030 -4.011108 0.50 1.03 -0.15 -0.508
F 0.624615 4.709850 -4.482118 0.27 -0.07 0.25 0.169
F 1.703705 5.386930 -2.703968 0.25 -0.48 -1.23 0.149
F 2.278445 6.095690 -4.713858 -0.31 -0.68 0.69 0.154
H 6.734055 2.362110 -3.871668 0.16 0.15 -0.88 0.079
H 5.403345 2.360740 -2.916518 -0.94 0.34 -0.19 0.064
H 6.098795 3.911000 -3.407338 0.04 0.03 0.16 0.091
H 4.472095 2.221620 -5.361798 0.17 -0.54 0.39 0.122
H 5.614885 3.381410 -5.845468 0.00 0.55 0.17 0.132
C -0.763835 -2.145100 5.629292 0.92 -0.55 -0.33 -0.026
C -0.170625 -2.989240 4.444522 -0.95 -0.14 0.32 -0.174
O 1.200815 -2.701470 4.136692 2.54 -0.46 1.16 -0.020
C 2.196155 -3.563360 4.495952 -2.66 -3.01 0.82 -0.272
O 2.019155 -4.677310 5.058222 0.83 4.08 -1.86 0.094
C 3.625815 -3.126580 4.019832 -0.73 -0.71 0.99 -0.578
F 4.426285 -3.191910 5.064232 0.51 0.69 1.51 0.172
F 4.151775 -4.036960 3.213342 -0.53 0.16 -1.44 0.181
F 3.652205 -1.895270 3.534922 0.08 -0.19 -0.49 0.178
H -1.673205 -2.501140 6.113412 -0.41 -0.49 -0.89 0.073
H -0.924625 -1.104670 5.346872 0.35 -0.03 0.18 0.048
H -0.094615 -2.270070 6.480542 0.52 0.58 -0.11 0.081
H -0.605635 -2.747170 3.474852 -0.52 -0.04 0.19 0.110
H -0.270675 -4.056780 4.640632 0.08 0.22 -0.01 0.076
C -2.382785 3.105810 -4.600668 0.15 -0.63 -0.10 -0.062
C -3.587715 2.157270 -4.613608 0.78 1.02 -0.99 -0.212
O -4.243005 2.021670 -3.374218 -0.51 -0.68 2.67 -0.003
C -3.698295 1.274220 -2.355478 1.22 -0.31 -2.68 -0.309
O -2.685925 0.627010 -2.500558 -1.33 0.72 0.74 0.163
C -4.511695 1.289850 -1.028408 -0.25 1.61 -1.24 -0.525
F -3.873245 2.099600 -0.178188 0.22 -0.59 0.50 0.157
F -5.738495 1.868870 -1.193838 0.60 -1.08 0.06 0.136
F -4.604095 0.065630 -0.561488 -0.29 0.09 0.33 0.202
H -2.109385 3.274980 -5.642168 -0.03 0.09 -0.11 0.080
H -1.519915 2.617460 -4.147828 -0.02 0.20 0.28 0.069
H -2.569115 4.076540 -4.141258 -0.09 -0.21 0.07 0.065
H -3.287195 1.216920 -5.075688 -0.14 -0.27 0.40 0.124
H -4.340195 2.617750 -5.253788 -0.17 -0.22 0.06 0.125
C -1.583725 -6.273680 4.209912 -1.36 -0.25 -0.84 -0.044
C -1.435695 -7.226180 3.029492 -0.30 -0.58 1.20 -0.210
O -0.290155 -6.847440 2.288362 0.54 1.41 -1.99 0.038
C -0.494595 -5.918300 1.321322 -5.00 -1.08 -0.33 -0.282
O -1.636365 -5.497890 0.948462 4.64 -1.22 1.67 0.089
C 0.764965 -5.535680 0.581112 1.41 0.09 -0.80 -0.444
F 1.714905 -6.577760 0.480402 -1.71 2.33 0.70 0.114
F 0.460925 -5.192880 -0.682658 0.30 -0.23 0.72 0.149
F 1.230725 -4.425410 1.215282 0.39 -1.44 -0.65 0.152
H -2.408465 -6.692420 4.786592 0.02 0.24 0.38 0.085
H -1.949365 -5.353740 3.753702 0.09 0.34 0.41 0.068
H -0.717275 -6.087550 4.844522 0.10 -0.40 -0.33 0.080
H -2.323055 -7.298570 2.400632 0.00 0.69 -0.07 0.123
H -1.326855 -8.257270 3.365802 0.78 0.03 -0.01 0.125
C -4.846655 5.139060 -0.735958 0.97 -0.03 -0.66 -0.038
C -3.774075 5.038860 -1.856308 -0.66 1.60 1.13 -0.215
O -2.633915 4.278450 -1.443248 1.98 -0.13 1.26 -0.038
C -1.639725 4.877990 -0.625338 -2.81 1.79 -1.69 -0.277
O -1.634205 6.044960 -0.289698 -0.01 -2.13 -0.46 0.162
C -0.543885 3.887800 -0.224058 -1.68 -0.70 -1.59 -0.619
F -0.363965 2.945290 -1.154548 -0.10 -0.25 -0.23 0.169
F 0.565875 4.528690 -0.106058 1.73 0.83 0.86 0.220
F -0.926935 3.294870 0.885402 0.23 -0.36 0.93 0.194
H -5.159015 4.114640 -0.533258 -0.27 0.34 0.25 0.052
H -5.671425 5.746420 -1.108768 -0.12 -0.19 -0.02 0.082
H -4.463455 5.630390 0.158382 0.08 -0.16 0.01 0.077
H -3.399405 6.016110 -2.160768 -0.16 0.20 0.11 0.120
H -4.303685 4.627730 -2.715718 0.79 -0.71 -0.03 0.109
C -3.044385 -6.126330 -1.860078 2.14 -0.78 1.16 -0.081
C -4.448745 -5.817930 -1.548498 -1.29 0.68 -1.44 -0.227
O -4.807195 -5.343760 -0.247808 0.13 1.18 2.13 0.011
C -4.483455 -4.083230 0.234202 0.58 -2.78 -2.69 -0.338
O -3.877835 -3.289360 -0.417578 -0.20 0.49 0.67 0.168
C -5.029145 -3.827770 1.642462 1.16 -1.45 1.43 -0.516
F -6.125255 -3.126610 1.506442 -0.82 0.30 0.37 0.205
F -5.262035 -4.964940 2.401122 -0.11 1.32 -1.39 0.123
F -4.125495 -3.137150 2.365492 -0.36 0.12 -0.50 0.148
H -2.633565 -6.817770 -1.124388 -0.07 -0.10 0.31 0.074
H -2.349475 -5.287870 -1.813328 -0.28 0.22 -0.28 0.069
H -2.900715 -6.690660 -2.781478 -0.47 0.42 -0.32 0.091
H -5.062695 -6.705490 -1.701448 -0.03 0.00 0.37 0.128
H -4.792565 -5.112890 -2.305338 -0.26 0.37 0.16 0.125
C 0.495395 0.984030 -6.391048 0.36 -0.79 0.33 -0.039
C 1.219535 0.054630 -5.403838 0.23 1.11 -1.01 -0.226
O 0.608975 -1.201290 -5.489918 -1.14 -3.27 1.18 0.006
C 0.956655 -2.148840 -4.567538 2.50 2.38 1.70 -0.294
O 1.857225 -1.981740 -3.720768 -3.04 -0.86 -2.51 0.118
C 0.189405 -3.494010 -4.713988 0.88 -0.37 -1.07 -0.477
F -0.933685 -3.382370 -5.452808 0.78 -0.19 0.80 0.157
F 1.078115 -4.303170 -5.411958 -1.24 0.59 0.83 0.119
F -0.079835 -4.071910 -3.536258 0.10 0.51 -0.94 0.162
H 1.093965 1.892310 -6.460608 -0.47 0.28 0.18 0.074
H -0.539535 1.108720 -6.072508 0.12 0.49 -0.01 0.065
H 0.480155 0.546060 -7.389068 0.04 -0.14 0.02 0.080
H 1.142975 0.434770 -4.385148 0.48 -0.04 -0.06 0.117
H 2.226175 -0.092100 -5.795298 0.38 0.32 0.69 0.133
C 4.181015 1.047520 2.280592 -0.40 0.87 -0.55 -0.074
O 5.259245 1.123440 1.300422 0.65 0.15 0.10 -0.233
P 5.848355 2.538340 0.815662 -0.42 0.04 -0.14 0.500
O 5.672525 3.639320 1.795922 0.70 -1.12 -1.27 -0.238
O 4.999145 2.746900 -0.584008 0.68 0.52 1.32 -0.251
C 4.192935 3.922920 -0.792748 0.02 0.82 0.01 -0.103
O 7.387855 2.214040 0.317822 -2.01 1.21 1.58 -0.213
C 7.686905 1.269090 -0.675028 -1.31 -1.06 -0.80 -0.119
H 3.448955 0.303280 1.967062 0.44 -0.28 -0.07 0.071
H 3.644115 1.995970 2.264112 0.05 0.11 0.19 0.081
H 4.536115 0.872740 3.296202 0.32 -0.13 -0.29 0.093
H 3.154285 3.636050 -0.957058 0.22 -0.19 -0.47 0.073
H 4.639885 4.543530 -1.569388 -0.24 -0.58 -0.73 0.079
H 4.140835 4.694620 -0.024718 0.41 -0.76 1.01 0.087
H 8.670785 0.820750 -0.536948 -0.01 0.49 0.03 0.097
H 7.509265 1.688240 -1.665418 0.64 0.28 -0.07 0.067
H 6.945605 0.470780 -0.639478 0.13 -0.40 0.21 0.084
C 1.191015 0.899570 4.194672 0.71 0.14 -1.55 -0.123
O 0.103815 1.058090 5.058682 -2.01 1.45 1.02 -0.231
P -0.626735 2.513700 5.265912 -0.49 -1.84 0.07 0.481
O 0.255955 3.491300 5.886742 -0.18 0.39 0.36 -0.219
O -1.148515 2.938810 3.799672 0.27 -0.86 1.62 -0.225
C -1.577805 4.270520 3.538462 -0.29 0.69 -0.95 -0.104
O -2.002585 2.076870 6.097512 1.83 1.09 -1.98 -0.230
C -1.956135 1.580380 7.419032 0.09 -0.94 0.51 -0.121
H 1.312245 1.789290 3.576772 0.02 0.03 -0.19 0.088
H 0.961865 0.058090 3.540832 0.18 0.00 0.11 0.056
H 2.162865 0.717880 4.653592 -0.29 -0.02 0.69 0.096
H -2.386415 4.160870 2.815812 -0.30 0.12 0.34 0.082
H -0.831725 4.853970 2.998982 0.46 -0.29 0.21 0.087
H -1.874195 4.879850 4.392262 -0.09 -0.51 0.24 0.095
H -2.842185 1.902570 7.966042 0.14 0.35 -0.14 0.088
H -1.045955 1.815950 7.970542 -0.02 0.41 -0.14 0.092
H -2.011285 0.492620 7.376092 0.04 -0.14 -0.05 0.076
C -0.843545 -2.112700 -0.872018 0.33 0.14 -0.10 -0.089
O -0.573545 -0.746050 -0.472168 0.38 -0.01 1.77 -0.246
P 0.209455 -0.446330 0.961182 -0.67 -0.83 -2.01 0.505
O 0.898195 -1.638150 1.511122 -0.95 1.00 0.00 -0.228
O 1.227055 0.667630 0.447842 -0.93 0.57 1.22 -0.222
C 1.945825 0.601470 -0.768868 1.19 -0.07 -0.92 -0.086
O -0.869075 0.324860 1.932702 2.53 -0.57 -1.50 -0.232
C -2.217805 -0.073170 2.036552 -0.96 0.13 -0.25 -0.089
H -1.366895 -2.661010 -0.088708 -0.04 0.01 -0.14 0.071
H 0.078375 -2.629690 -1.138278 0.16 0.08 0.31 0.071
H -1.426645 -2.072870 -1.792068 -0.30 0.23 0.27 0.085
H 2.978175 0.924180 -0.633918 0.09 0.01 0.75 0.075
H 1.606315 1.307650 -1.526588 -0.79 -0.21 0.13 0.071
H 2.047685 -0.400600 -1.185498 -0.52 -0.08 0.07 0.093
H -2.571575 -0.617940 1.161242 0.20 -0.22 -0.02 0.075
H -2.808265 0.842470 2.069322 0.03 0.02 0.20 0.087
H -2.399825 -0.648100 2.944532 0.18 -0.06 -0.01 0.088

=====

118
Properties=species:S:1:pos:R:3:forces:R:3:lowdin_charge:R:1 method="wB97M-V/def2-TZVPD" gap_ev=9.68 fmax_ev_per_a=6.8 lumo_ev=0.43 smiles=O[Si](O)(CCF)C(F)(F)C(F)(F)C(F)(F)F.CCCC#N.CCCC#N.CCCC#N.CCCC#N.CCCC#N.CCCC#N.CCCC#N.CCCC#N homo_energy_ev=-9.25
O -1.100042 1.831999 5.605426 1.73 0.60 -0.75 -0.129
Si 0.330870 1.845647 4.672790 -2.73 1.21 -1.39 0.544
O 0.523082 3.491313 4.221058 0.88 -1.67 0.61 -0.143
C -0.053723 0.889410 3.085791 1.32 -0.40 -0.12 -0.176
C 0.810248 -0.397524 2.834993 -1.59 -0.90 -0.96 -0.221
F 1.910693 -0.141084 1.945831 -0.58 0.02 1.18 -0.113
C 1.814559 1.161050 5.691322 0.21 -0.80 1.01 -0.343
F 2.988469 1.006763 4.941381 -1.18 0.55 0.98 0.051
F 1.493906 -0.136327 6.132445 0.10 1.39 -0.58 0.038
C 2.107713 1.976091 7.039610 1.15 -2.12 0.40 -0.303
F 2.740980 1.057997 7.883272 -0.58 1.30 -0.76 0.092
F 0.964317 2.345537 7.684527 1.28 -0.05 -1.22 0.133
C 3.134984 3.167612 6.854392 0.14 1.98 1.57 -0.433
F 2.722282 4.177186 7.709963 0.48 -1.13 -1.13 0.117
F 4.401957 2.854135 7.257876 -1.71 0.06 -1.08 0.148
F 3.160482 3.706468 5.607145 0.07 -0.96 1.21 0.143
H -1.508780 2.708995 5.492380 0.01 -0.43 0.25 0.066
H 1.343309 3.580290 3.699052 -0.55 0.26 0.22 0.060
H -1.139958 0.623843 3.089938 0.91 0.18 -0.04 0.049
H 0.115571 1.575506 2.206889 -0.28 -0.65 0.81 0.099
H 0.154472 -1.119711 2.267173 0.85 0.78 0.67 0.069
H 1.130619 -0.939985 3.758923 0.32 0.75 -0.76 0.105
C -2.003390 0.930088 -1.945740 -0.09 -0.04 -0.04 -0.086
C -0.520165 0.646073 -1.770467 -1.30 -3.22 0.89 -0.342
C -0.227152 -0.835584 -1.456113 -0.69 0.19 0.54 -0.148
C -0.901649 -1.218813 -0.187241 0.16 -0.39 -0.08 -0.202
N -1.422568 -1.509144 0.803079 0.41 -0.11 -0.85 0.151
H -2.562589 0.726556 -1.029345 0.06 -0.02 -0.01 0.043
H -2.160592 1.982002 -2.195493 0.04 -0.04 -0.02 0.066
H -2.425741 0.321822 -2.750432 0.03 0.03 0.02 0.080
H -0.135438 1.267323 -0.975329 -0.06 -0.72 0.37 0.080
H -0.005112 0.912088 -2.671108 -0.14 -1.37 -0.20 0.049
H 0.849404 -0.990186 -1.352275 -0.06 -0.04 0.14 0.115
H -0.582208 -1.487757 -2.254574 -0.02 0.08 0.12 0.066
C 3.920668 2.468000 -3.437428 0.06 -0.03 -0.05 -0.111
C 3.133764 3.590703 -4.106081 0.27 -0.15 -0.03 -0.261
C 2.145176 4.274556 -3.155721 -0.22 -0.61 -0.13 -0.168
C 1.151237 3.289094 -2.656559 -0.08 0.00 0.20 -0.096
N 0.387405 2.507644 -2.267096 2.18 6.27 -1.42 0.125
H 3.264564 1.664159 -3.096860 0.01 0.06 0.01 0.074
H 4.630724 2.029429 -4.141282 -0.03 0.00 0.05 0.060
H 4.482190 2.842185 -2.576424 -0.03 -0.02 -0.01 0.073
H 2.596569 3.183337 -4.967251 -0.05 0.10 0.05 0.101
H 3.834467 4.337800 -4.488416 -0.12 0.05 0.02 0.108
H 1.617461 5.076684 -3.674953 -0.08 -0.04 0.12 0.115
H 2.671705 4.711399 -2.304219 -0.08 -0.05 0.02 0.118
C 6.328541 -0.024709 -0.919341 -0.03 -0.01 0.05 -0.106
C 7.636980 -0.376195 -1.618257 -0.14 -0.03 0.30 -0.264
C 7.713352 0.168658 -3.047530 -0.38 -0.43 -0.08 -0.183
C 6.616618 -0.401028 -3.872508 0.01 0.10 -0.28 -0.235
N 5.763620 -0.843705 -4.511244 0.53 0.29 0.45 0.147
H 5.468726 -0.465668 -1.428807 0.04 0.06 -0.04 0.073
H 6.329759 -0.406214 0.103255 0.00 0.07 -0.03 0.056
H 6.185189 1.058307 -0.877604 -0.03 -0.05 0.01 0.074
H 7.752214 -1.463456 -1.629918 0.08 0.07 -0.09 0.111
H 8.470514 0.028656 -1.038855 0.04 -0.01 -0.13 0.109
H 8.670635 -0.096119 -3.500117 -0.10 0.03 -0.10 0.115
H 7.628447 1.257608 -3.047275 -0.06 -0.05 -0.06 0.115
C -0.702722 2.590795 -8.437373 -0.03 0.07 0.00 -0.112
C 0.783087 2.300332 -8.255158 -0.20 0.22 -0.11 -0.271
C 1.068001 0.830387 -7.934589 -0.22 0.16 0.51 -0.183
C 0.394000 0.444644 -6.668087 0.07 -0.31 0.07 -0.221
N -0.128643 0.145619 -5.683920 0.33 0.30 -0.58 0.157
H -1.266019 2.393444 -7.522928 0.04 -0.07 -0.04 0.072
H -0.856020 3.641120 -8.692294 -0.01 -0.06 -0.03 0.071
H -1.125670 1.981314 -9.240109 0.00 0.03 0.05 0.077
H 1.173543 2.935494 -7.454927 0.07 -0.10 -0.03 0.100
H 1.314212 2.573909 -9.170383 0.07 -0.09 0.07 0.107
H 2.142387 0.670044 -7.826838 -0.08 -0.11 0.07 0.115
H 0.708713 0.185791 -8.739486 -0.02 -0.02 0.09 0.118
C -6.139673 -0.541517 3.420150 0.00 -0.02 0.00 -0.108
C -6.446754 0.051490 2.048413 0.04 -0.12 0.42 -0.300
C -5.404772 -0.323856 0.991826 0.33 0.29 0.31 -0.167
C -4.067674 0.181997 1.391505 0.16 -0.02 -0.18 -0.210
N -3.028834 0.574927 1.701861 -0.96 0.06 -0.04 0.165
H -5.194570 -0.165972 3.818828 0.00 -0.05 -0.05 0.069
H -6.921946 -0.272902 4.133576 0.01 -0.04 -0.03 0.063
H -6.083246 -1.632625 3.372872 0.02 0.04 0.05 0.076
H -6.508081 1.136844 2.137112 -0.03 -0.09 -0.16 0.086
H -7.426827 -0.298697 1.720892 0.09 0.08 -0.12 0.083
H -5.674233 0.111031 0.027435 0.13 -0.01 0.01 0.118
H -5.352882 -1.408473 0.871523 0.12 0.05 0.00 0.120
C 0.575891 -6.506027 -1.956894 0.03 0.02 -0.05 -0.113
C 0.571507 -5.469039 -0.838294 0.17 -0.38 -0.17 -0.287
C -0.772532 -4.757873 -0.681771 0.21 0.25 -0.43 -0.176
C -1.112776 -4.038950 -1.935255 -0.56 0.36 -0.58 -0.219
N -1.381592 -3.482585 -2.917422 0.35 -0.86 1.18 0.153
H 0.393186 -6.047916 -2.931770 -0.06 -0.01 0.04 0.068
H 1.546338 -7.003427 -2.009401 -0.06 -0.01 0.03 0.071
H -0.188415 -7.269426 -1.787097 0.03 0.02 -0.04 0.075
H 1.354017 -4.731667 -1.035104 -0.06 0.01 0.13 0.102
H 0.823547 -5.960710 0.102278 -0.03 0.18 0.01 0.081
H -0.719342 -4.038133 0.137280 -0.14 0.05 -0.11 0.091
H -1.566591 -5.472491 -0.453641 -0.02 0.06 -0.09 0.120
C 6.244008 -4.312404 2.379675 0.08 -0.02 -0.01 -0.110
C 5.657625 -3.187862 1.532883 0.27 -0.22 0.05 -0.275
C 4.230006 -2.814501 1.938447 -0.11 -0.45 -0.30 -0.178
C 3.327872 -3.984584 1.780811 -0.30 0.08 0.10 -0.201
N 2.625661 -4.893010 1.663772 0.56 0.58 0.10 0.162
H 5.675839 -5.238164 2.267500 -0.04 0.07 0.03 0.071
H 7.270515 -4.523074 2.073495 -0.03 0.02 0.05 0.072
H 6.254379 -4.041249 3.438561 0.00 -0.04 -0.04 0.078
H 5.675725 -3.489930 0.481779 -0.07 0.11 0.02 0.112
H 6.294530 -2.304311 1.624607 -0.12 0.03 -0.02 0.095
H 3.863427 -1.998801 1.312136 -0.16 -0.05 0.11 0.104
H 4.199875 -2.481940 2.978208 -0.09 -0.04 -0.04 0.122
C -10.852392 0.091513 3.845742 0.00 -0.03 0.05 -0.107
C -11.234677 1.564081 3.740744 0.02 -0.24 0.23 -0.266
C -11.212293 2.084163 2.300540 0.56 -0.05 0.11 -0.181
C -9.846560 1.950293 1.731885 0.00 0.10 -0.30 -0.196
N -8.785238 1.842214 1.292080 -0.86 0.21 0.25 0.166
H -9.829531 -0.083836 3.504750 -0.05 0.03 -0.05 0.060
H -10.909838 -0.242713 4.883110 -0.03 -0.01 -0.06 0.074
H -11.524904 -0.531662 3.250463 0.05 0.00 0.03 0.079
H -10.550390 2.153352 4.356995 -0.07 0.07 -0.09 0.112
H -12.237395 1.701883 4.152741 0.03 0.10 -0.09 0.108
H -11.504904 3.135364 2.275401 0.08 -0.04 -0.12 0.115
H -11.913100 1.522806 1.678967 0.10 0.01 -0.04 0.119